#w
10
Properties=species:S:1:pos:R:3 method="wB97M-V/def2-TZVPD" spin_multiplicity=1 e_homo_ha=-0.09105 charge=-1 molar_mass_g_mol=64.1 lumo_energy_ev=4.675 homo_lumo_gap_ev=7.2
O 0.16 1.49 2.42
H 0.05 1.18 1.42
N -0.11 0.72 -0.36
C -0.34 -0.65 -0.66
O 0.55 -1.63 -1.59
H 0.38 0.73 3.01
H 0.20 1.19 -1.19
H -0.27 -1.27 0.26
H -1.32 -0.91 -1.14
H 0.71 -0.84 -2.17

#x
10
Properties=species:S:1:pos:R:3 method="wB97M-V/def2-TZVPD" spin_multiplicity=1 e_homo_ha=-0.14041 charge=-1 molar_mass_g_mol=64.1 lumo_energy_ev=4.812 homo_lumo_gap_ev=8.6
N -0.32 0.59 -1.16
C -0.61 -0.77 -0.58
O 0.11 -1.07 0.59
H -0.55 1.11 -0.31
H 0.66 0.50 -1.28
H -1.70 -1.00 -0.53
H -0.41 -1.48 -1.40
H 0.51 0.02 1.00
H 1.41 0.95 2.25
O 0.90 1.16 1.43

Result of the stability comparison: #w is the least stable of them.

#w
30
Properties=species:S:1:pos:R:3 method="wB97M-V/def2-TZVPD" spin_multiplicity=1 e_homo_ha="-0.27763 / -0.27761" molar_mass_g_mol=267.2 lumo_energy_ev="-0.252 / -0.253" homo_lumo_gap_ev="7.3 / 7.3"
C -2.10 2.14 -2.62
C -0.77 2.42 -2.48
C -2.69 1.11 -1.96
C 0.04 1.66 -1.68
C -1.86 0.35 -1.16
C -0.46 0.59 -1.03
C -2.32 -0.79 -0.22
C 1.69 -0.69 2.71
C 1.44 -1.83 1.79
C 1.33 0.54 1.90
C 2.07 -1.37 0.46
C 1.35 -0.01 0.33
N 0.22 -0.25 -0.31
N -1.18 -1.44 0.23
Br -0.76 -3.04 -0.68
H -2.71 2.83 -3.14
H -0.41 3.36 -3.11
H -3.74 1.04 -2.05
H 1.09 1.81 -1.66
H -2.72 -0.33 0.78
H -3.01 -1.43 -0.60
H 1.11 -0.84 3.64
H 2.74 -0.59 2.99
H 1.90 -2.94 1.92
H 0.36 -1.80 1.65
H 0.33 0.85 2.19
H 2.03 1.39 2.10
H 3.11 -1.25 0.61
H 1.94 -2.19 -0.26
H 1.96 0.69 -0.33

#x
30
Properties=species:S:1:pos:R:3 method="wB97M-V/def2-TZVPD" spin_multiplicity=1 e_homo_ha=-0.28820 molar_mass_g_mol=267.2 lumo_energy_ev=0.267 homo_lumo_gap_ev=8.1
C -2.81 0.24 -2.89
C -2.53 1.32 -2.07
C -2.28 -1.01 -2.61
C -1.70 1.18 -0.96
C -1.48 -1.16 -1.50
C -1.18 -0.07 -0.66
C -0.81 -2.40 -0.98
C 2.24 0.55 2.71
C 2.72 1.04 1.34
C 1.06 -0.34 2.35
C 1.43 1.30 0.56
C 0.34 0.44 1.24
N -0.45 -0.42 0.42
N 0.26 -2.02 -0.09
Br 1.89 -1.76 -0.96
H -3.45 0.38 -3.75
H -2.94 2.29 -2.29
H -2.50 -1.85 -3.24
H -1.50 2.03 -0.32
H -1.52 -2.95 -0.35
H -0.46 -3.06 -1.78
H 3.02 0.00 3.25
H 1.92 1.39 3.33
H 3.34 1.93 1.42
H 3.30 0.26 0.86
H 1.40 -1.29 1.96
H 0.40 -0.54 3.20
H 1.15 2.36 0.61
H 1.54 1.05 -0.50
H -0.41 1.10 1.70

Result of the stability comparison: #w is the least stable of them.

#w
31
Properties=species:S:1:pos:R:3 method="wB97M-V/def2-TZVPD" spin_multiplicity=1 e_homo_ha=-0.41086 charge=+1 molar_mass_g_mol=319.2 lumo_energy_ev=-4.115 homo_lumo_gap_ev=7.1
C 2.96 -1.39 -0.02
C 2.05 0.87 -0.30
C 4.22 -0.93 0.16
C 3.32 1.34 0.01
C 1.86 -0.60 -0.28
C 4.40 0.44 0.24
C 0.50 -1.04 -0.55
C -3.78 1.50 1.02
C -3.56 0.11 -1.40
C -3.01 -1.85 -0.25
C -2.85 0.14 0.96
N 5.61 0.96 0.59
N -3.07 -0.57 -0.23
O -0.42 -0.39 -0.91
I 0.17 -3.17 -0.05
H 2.80 -2.39 -0.13
H 1.25 1.52 -0.63
H 5.09 -1.56 0.40
H 3.63 2.43 0.09
H -3.66 2.05 2.05
H -3.12 2.12 0.31
H -4.85 1.40 0.91
H -4.44 0.68 -1.26
H -2.86 0.86 -1.80
H -3.61 -0.60 -2.23
H -2.97 -2.28 -1.26
H -2.69 -2.18 0.80
H -3.27 -0.39 1.85
H -1.79 0.32 1.17
H 6.51 0.59 0.36
H 5.55 2.00 0.36

#x
31
Properties=species:S:1:pos:R:3 method="wB97M-V/def2-TZVPD" spin_multiplicity=1 e_homo_ha="-0.31923 / -0.31924" charge=+1 molar_mass_g_mol=319.2 lumo_energy_ev="-4.699 / -4.699" homo_lumo_gap_ev="4.0 / 4.0"
C 0.78 2.09 0.89
C 1.22 1.16 -1.26
C 1.03 0.88 1.39
C 1.38 -0.04 -0.69
C 0.86 2.28 -0.50
C 1.34 -0.30 0.67
C 2.06 -3.86 1.20
C 1.00 3.78 -1.10
C -3.92 0.26 -1.83
C 1.57 -1.51 1.37
C -2.31 -0.11 0.10
N 1.87 -2.64 0.75
N -3.51 -0.01 -0.43
O 1.76 -4.22 2.44
I -2.06 -0.69 2.04
H 0.40 2.79 1.54
H 1.23 1.25 -2.34
H 0.91 0.82 2.54
H 1.45 -0.87 -1.38
H 2.14 -4.51 0.30
H 0.10 3.78 -1.80
H 1.07 4.58 -0.32
H 2.00 3.83 -1.49
H -3.64 1.29 -2.01
H -3.24 -0.47 -2.48
H -4.93 0.09 -1.97
H 1.16 -1.81 2.37
H -1.41 0.22 -0.42
H 2.16 -2.50 -0.26
H 1.84 -5.26 2.58
H -4.32 -0.32 0.10

Result of the stability comparison: #x is the least stable of them.

#w
25
Properties=species:S:1:pos:R:3 method="wB97M-V/def2-TZVPD" spin_multiplicity=1 e_homo_ha=-0.46280 charge=+1 molar_mass_g_mol=165.2 smiles="C[C@H]1[C@H](O)N2C=CC=CC2=[N+]1C" lumo_energy_ev=-3.721 homo_lumo_gap_ev=8.9
C 2.40 -0.40 1.04
C 1.48 -0.50 -0.18
C 0.36 -1.56 0.01
O 0.17 -2.39 -1.09
N -0.84 -0.73 0.11
C -2.09 -1.17 0.35
C -3.13 -0.28 0.32
C -2.87 1.07 0.04
C -1.60 1.51 -0.21
C -0.55 0.57 -0.18
N 0.75 0.74 -0.40
C 1.40 1.97 -0.75
H 1.84 -0.14 1.93
H 3.16 0.37 0.87
H 2.91 -1.34 1.20
H 2.06 -0.74 -1.08
H 0.49 -2.13 0.94
H 0.74 -3.16 -1.05
H -2.20 -2.22 0.54
H -4.13 -0.62 0.52
H -3.69 1.77 0.02
H -1.39 2.54 -0.43
H 1.63 2.56 0.14
H 2.33 1.74 -1.26
H 0.77 2.55 -1.42

#x
25
Properties=species:S:1:pos:R:3 method="wB97M-V/def2-TZVPD" spin_multiplicity=1 e_homo_ha=-0.44274 charge=+1 molar_mass_g_mol=165.2 smiles="CC(C)[C@H]1[NH+]=CNc2ccoc21" lumo_energy_ev=-3.964 homo_lumo_gap_ev=8.1
C -1.78 -1.43 -0.65
C -1.41 -0.06 -0.14
C -1.26 0.09 1.38
C 0.13 0.36 -1.10
N 0.39 1.75 -0.96
C 1.22 2.28 -0.08
N 2.23 1.56 0.42
C 2.20 0.16 0.07
C 3.17 -0.93 0.41
C 2.62 -2.01 -0.23
O 1.48 -1.80 -0.81
C 1.23 -0.47 -0.62
H -1.00 -2.21 -0.51
H -2.00 -1.37 -1.73
H -2.72 -1.75 -0.28
H -2.05 0.74 -0.52
H -0.16 -0.01 1.67
H -1.76 -0.56 2.03
H -1.58 1.08 1.69
H -0.41 0.13 -2.04
H -0.17 2.37 -1.51
H 1.12 3.29 0.22
H 2.74 1.64 1.27
H 4.00 -0.91 1.09
H 2.95 -2.96 -0.37

Result of the stability comparison: #x is the least stable of them.

#w
22
Properties=species:S:1:pos:R:3 method="wB97M-V/def2-TZVPD" spin_multiplicity=1 e_homo_ha="-0.32374 / -0.32372" molar_mass_g_mol=148.2 lumo_energy_ev="0.126 / 0.127" homo_lumo_gap_ev="8.9 / 8.9"
C -1.96 -0.37 0.06
C 0.23 1.96 0.99
C -2.12 -1.71 0.68
N 0.02 0.59 0.54
H 0.36 -0.09 1.21
H -2.23 0.46 0.69
H -2.23 -0.24 -0.97
H -0.30 2.64 0.32
H 1.30 2.23 0.99
H -0.16 2.08 2.00
H -1.87 -2.51 -0.02
H -1.51 -1.82 1.58
H -3.17 -1.81 1.00
C 0.45 0.16 -0.83
C 2.01 0.03 -0.82
N 2.45 -1.21 -0.55
O 0.09 1.20 -1.72
O -0.17 -0.98 -1.03
O 2.72 1.01 -1.01
H 0.88 1.74 -1.85
H 3.44 -1.40 -0.61
H 1.78 -1.96 -0.64

#x
22
Properties=species:S:1:pos:R:3 method="wB97M-V/def2-TZVPD" spin_multiplicity=1 e_homo_ha=-0.34801 molar_mass_g_mol=148.2 lumo_energy_ev=0.567 homo_lumo_gap_ev=10.0
C 2.22 -1.62 0.52
C 1.43 -0.35 0.71
N 1.45 0.67 -0.34
C 0.18 0.00 -0.04
C -0.33 -0.91 -1.14
O -0.70 -0.20 -2.31
C -0.83 0.83 0.74
N -1.65 1.69 -0.24
O -0.49 1.46 1.78
H 2.39 -1.85 -0.54
H 3.20 -1.51 1.00
H 1.70 -2.47 0.98
H 1.45 0.05 1.72
H 1.44 1.60 0.08
H 0.42 -1.67 -1.38
H -1.23 -1.44 -0.80
H 0.03 0.37 -2.56
H -1.69 1.37 -1.21
H -1.29 2.65 -0.27
H -2.75 1.07 0.17
O -2.36 -0.04 1.13
H -2.60 0.30 2.00

Result of the stability comparison: #x is the least stable of them.

#w
16
Properties=species:S:1:pos:R:3 method="wB97M-V/def2-TZVPD" spin_multiplicity=1 e_homo_ha=-0.49420 charge=+1 molar_mass_g_mol=117.2 lumo_energy_ev=-4.971 homo_lumo_gap_ev=8.5
C -2.32 0.64 -0.55
C 1.35 0.90 -0.10
C 3.26 0.66 1.59
C -2.37 -1.70 -1.16
N 2.07 0.51 0.85
N -1.77 -0.52 -0.65
S 0.44 -0.62 0.10
H -1.78 1.52 -0.18
H -3.40 0.92 -0.74
H 1.18 1.80 -0.71
H 3.77 1.72 1.36
H 4.03 -0.15 1.28
H 3.04 0.47 2.68
H -2.32 -1.97 -2.18
H -3.44 -1.77 -0.86
H -1.73 -2.41 -0.73

#x
16
Properties=species:S:1:pos:R:3 method="wB97M-V/def2-TZVPD" spin_multiplicity=1 e_homo_ha=-0.53069 charge=+1 molar_mass_g_mol=117.2 lumo_energy_ev=-3.783 homo_lumo_gap_ev=10.7
C -1.61 0.27 0.02
C 0.55 -0.15 -0.01
C 1.42 -0.23 -1.26
C 1.41 -0.58 1.17
N -0.37 0.97 0.01
N -2.85 0.68 -0.01
S -1.04 -1.33 -0.15
H 2.13 0.49 -1.12
H 0.78 -0.28 -2.09
H 1.90 -1.29 -1.28
H 1.01 -0.33 2.18
H 2.35 -0.11 1.03
H 1.59 -1.66 1.09
H -0.30 1.92 0.29
H -3.33 1.63 0.24
H -3.65 0.02 -0.11

Result of the stability comparison: #w is the least stable of them.